Density functional theory data (ωB97M-V with the def2-TZVPD basis set) for C18H18F4FeN5OS as an isolated structure at a distorted geometry.

Properties
HOMO level (spin up / spin down)   -0.2920 / -0.2941 hartree
LUMO energy (spin up / spin down)   0.496 / -1.214 eV
2S+1   6
⟨S²⟩   8.77
Frontier orbital gap (spin up / spin down)   8.4 / 6.8 eV

Atoms and positions in Å:
Fe1 0.323 0.601 -0.384
C1 -1.202 3.711 -1.084
N1 -1.714 2.379 -0.745
C2 -2.760 2.013 -1.697
C3 -2.297 2.404 0.597
C4 -1.371 1.828 1.640
N2 -0.838 0.555 1.108
C5 -1.412 -0.595 1.626
C6 -1.949 -1.531 0.744
F1 -2.176 -1.184 -0.543
C7 -2.271 -2.819 1.146
F2 -2.636 -3.661 0.165
C8 -2.271 -3.167 2.470
C9 -1.937 -2.192 3.374
F3 -1.922 -2.497 4.667
C10 -1.505 -0.928 2.985
F4 -1.194 -0.036 3.963
H1 -2.044 4.422 -1.204
H2 -0.644 3.666 -2.011
H3 -0.566 4.063 -0.278
H4 -3.574 2.727 -1.674
H5 -3.185 1.027 -1.436
H6 -2.373 1.951 -2.713
H7 -3.228 1.827 0.591
H8 -2.554 3.426 0.865
H9 -1.898 1.663 2.570
H10 -0.556 2.516 1.864
H11 -2.501 -4.167 2.810
N3 3.110 3.930 -1.275
C11 2.621 2.663 -1.064
S1 1.505 2.420 0.257
N4 2.987 1.690 -1.812
N5 2.357 0.487 -1.446
C12 3.135 -0.531 -1.455
C13 2.712 -1.829 -1.074
C14 3.688 -2.811 -1.125
C15 3.368 -4.117 -0.859
C16 2.062 -4.460 -0.571
C17 1.057 -3.498 -0.512
C18 1.358 -2.143 -0.724
O1 0.429 -1.253 -0.676
H12 3.114 4.582 -0.509
H13 3.926 3.903 -1.875
H14 4.155 -0.389 -1.803
H15 4.694 -2.504 -1.381
H16 4.157 -4.874 -0.881
H17 1.790 -5.494 -0.351
H18 0.033 -3.774 -0.282



Density functional theory data (ωB97M-V with the def2-TZVPD basis set) for C18H18FeN3O4 as an isolated structure.

Properties
HOMO level (spin up / spin down)   -0.3005 / -0.3008 hartree
LUMO energy (spin up / spin down)   0.001 / -0.543 eV
2S+1   6
Relative energy (zero: lowest compared OMol25 entry of this formula, charge and spin)   0.0 kJ/mol
⟨S²⟩   8.76
Frontier orbital gap (spin up / spin down)   8.2 / 7.6 eV

Atoms and positions in Å:
Fe1 -0.157 -0.791 0.025
O1 0.074 -0.912 1.933
C1 1.065 -0.525 2.687
C2 0.857 -0.397 4.077
C3 1.862 0.022 4.913
C4 3.135 0.334 4.416
C5 3.364 0.203 3.070
C6 2.359 -0.231 2.185
C7 2.718 -0.381 0.801
N1 1.978 -0.846 -0.136
C8 2.538 -0.875 -1.493
C9 1.408 -1.268 -2.442
N2 0.278 -0.456 -2.041
C10 -0.199 0.466 -2.779
C11 -1.137 1.457 -2.304
C12 -1.870 2.206 -3.237
C13 -2.713 3.218 -2.842
C14 -2.803 3.524 -1.481
C15 -2.072 2.828 -0.545
C16 -1.221 1.767 -0.917
O2 -0.538 1.138 0.003
H1 -0.128 -0.638 4.455
H2 1.665 0.113 5.974
H3 3.919 0.667 5.081
H4 4.342 0.432 2.661
H5 3.742 -0.080 0.556
H6 2.912 0.119 -1.760
H7 3.365 -1.586 -1.558
H8 1.679 -1.130 -3.493
H9 1.143 -2.311 -2.264
H10 0.142 0.552 -3.816
H11 -1.765 1.965 -4.289
H12 -3.283 3.777 -3.571
H13 -3.452 4.328 -1.155
H14 -2.126 3.075 0.508
N3 -2.359 -0.953 0.093
C17 -2.783 -2.343 -0.131
C18 -1.584 -3.264 -0.400
O3 -1.784 -4.444 -0.584
O4 -0.430 -2.671 -0.413
H15 -2.552 -0.632 1.036
H16 -2.812 -0.304 -0.540
H17 -3.437 -2.408 -1.000
H18 -3.338 -2.742 0.716



Density functional theory data (ωB97M-V with the def2-TZVPD basis set) for C18H18IMgN3O6 as an isolated structure.

Properties
HOMO level   -0.2759 hartree
LUMO energy   -0.074 eV
Relative energy (zero: lowest compared OMol25 entry of this formula, charge and spin)   65.7 kJ/mol
Frontier orbital gap   7.4 eV

Atoms and positions in Å:
Mg1 -0.927 0.037 -0.702
O1 0.265 2.694 3.481
C1 0.395 1.450 3.003
O2 -0.523 0.679 2.909
C2 1.845 1.123 2.653
O3 2.007 0.637 1.341
C3 2.171 1.690 0.382
C4 0.882 2.431 -0.028
O4 0.893 3.647 0.028
O5 -0.083 1.702 -0.468
H1 -0.677 2.830 3.668
H2 2.150 0.334 3.344
H3 2.469 2.000 2.827
H4 2.589 1.217 -0.507
H5 2.880 2.424 0.767
I1 1.546 -0.210 -2.809
C5 0.607 -1.931 -3.524
C6 1.347 -2.755 -4.323
C7 0.758 -3.910 -4.876
C8 -0.554 -4.177 -4.627
C9 -1.332 -3.325 -3.804
C10 -2.705 -3.612 -3.594
C11 -3.453 -2.795 -2.805
C12 -2.843 -1.694 -2.158
C13 -1.516 -1.337 -2.304
C14 -0.760 -2.173 -3.194
H6 2.379 -2.519 -4.543
H7 1.349 -4.566 -5.502
H8 -1.035 -5.048 -5.059
H9 -3.135 -4.480 -4.081
H10 -4.509 -2.989 -2.655
H11 -3.490 -1.111 -1.509
C15 -0.294 -3.824 3.524
N1 -0.649 -2.759 2.617
C16 -2.015 -2.341 2.339
C17 -1.772 -1.340 1.235
O6 -2.557 -0.572 0.695
N2 -0.464 -1.354 0.878
C18 0.165 -2.156 1.729
N3 1.487 -2.308 1.694
H12 -0.974 -3.809 4.373
H13 0.710 -3.670 3.919
H14 -0.342 -4.805 3.045
H15 -2.479 -1.865 3.203
H16 -2.642 -3.163 1.985
H17 1.992 -1.586 1.194
H18 1.971 -2.837 2.396



Density functional theory data (ωB97M-V with the def2-TZVPD basis set) for a single C18H18N2O5 molecule at a distorted geometry.

Properties
HOMO level   -0.2972 hartree
LUMO energy   0.433 eV
SMILES   CCOc1cccc(/C=N/NC(=O)c2ccc3c(c2)OCCO3)c1O
Relative energy (zero: lowest compared OMol25 entry of this formula, charge and spin)   261.8 kJ/mol
Frontier orbital gap   8.5 eV

Atoms and positions in Å:
C1 8.244 2.332 -0.272
C2 7.551 0.996 -0.055
O1 6.159 1.212 -0.159
C3 5.311 0.142 0.013
C4 5.691 -1.161 0.276
C5 4.720 -2.146 0.427
C6 3.385 -1.838 0.319
C7 2.978 -0.525 0.053
C8 1.580 -0.182 -0.065
N1 0.670 -1.059 0.080
N2 -0.613 -0.691 -0.032
C9 -1.635 -1.602 0.068
O2 -1.453 -2.787 0.226
C10 -2.994 -1.000 -0.061
C11 -4.008 -1.802 -0.582
C12 -5.294 -1.322 -0.698
C13 -5.600 -0.028 -0.291
C14 -4.584 0.791 0.216
C15 -3.293 0.298 0.338
O3 -4.819 2.087 0.602
C16 -6.050 2.593 0.135
C17 -7.160 1.568 0.356
O4 -6.896 0.397 -0.386
C18 3.949 0.468 -0.101
O5 3.589 1.754 -0.360
H1 7.998 2.724 -1.255
H2 9.320 2.203 -0.200
H3 7.920 3.047 0.480
H4 7.795 0.597 0.940
H5 7.875 0.271 -0.814
H6 6.733 -1.424 0.365
H7 5.029 -3.159 0.632
H8 2.619 -2.586 0.433
H9 1.348 0.867 -0.281
H10 -0.829 0.285 -0.246
H11 -3.765 -2.810 -0.881
H12 -6.090 -1.934 -1.092
H13 -2.558 0.952 0.781
H14 -6.239 3.511 0.693
H15 -5.977 2.821 -0.938
H16 -8.124 1.944 0.010
H17 -7.220 1.326 1.426
H18 4.404 2.271 -0.428



Number 1: E_tot -3107.04570 a.u.. Number 2: E_tot -2425.74297 a.u.. Number 3: E_tot -1810.34971 a.u.. Number 4: E_tot -1182.39528 a.u..